# 1
Formula: C4H9BCuF2
Source: OMol25
Level of theory: ωB97M-V with the def2-TZVPD basis set

Summary:
charge	-1
HOMO	-3.6	eV

Cartesian coordinates (Å):
Cu: 0.64716 1.33156 -1.59629
C: -0.18434 -0.45294 2.22991
C: -0.18024 -0.38364 0.69721
C: -1.26684 -1.30374 0.14481
C: -0.38124 1.05896 0.15801
H: -0.00844 -1.47364 2.57621
H: -1.13634 -0.11084 2.63561
H: 0.61086 0.16856 2.64001
H: 0.79386 -0.78034 0.37231
H: -2.24794 -0.98134 0.49751
H: -1.10764 -2.33654 0.45961
H: -1.26664 -1.27294 -0.94239
H: -0.03084 1.74336 0.95791
H: -1.47664 1.22736 0.13361
F: 2.85576 2.20196 -3.79189
B: 2.00956 1.25656 -3.25109
F: 2.36986 0.10766 -3.92099

Per-atom natural (NBO) charges, elementary charge units:
1. Cu 0.32
2. C -0.60
3. C -0.23
4. C -0.60
5. C -0.97
6. H 0.18
7. H 0.19
8. H 0.20
9. H 0.18
10. H 0.18
11. H 0.18
12. H 0.21
13. H 0.17
14. H 0.17
15. F -0.58
16. B 0.61
17. F -0.58


# 2
Formula: C45H67Cl2F4NO10S
Source: OMol25
Level of theory: ωB97M-V with the def2-TZVPD basis set

Summary:
HOMO	-8.4	eV
SMILES string	CCCCCCCCCCCCCCc1c(C(F)(F)C(F)F)cc(C[C@H](C)Cl)c2c1Sc1c(Cl)cc(CC=O)cc1N2.CCOC(=O)OC.CCOC(=O)OC.CCOC(=O)OC

Cartesian coordinates (Å):
C: 6.01348 0.65297 5.53164
C: 5.57386 0.91566 4.09903
C: 6.70803 1.14539 3.05814
C: 8.12797 0.79351 3.48812
C: 8.49944 -0.70253 3.57283
C: 7.77766 -1.62578 2.57608
C: 6.57051 -2.33947 3.20027
C: 5.51703 -2.77147 2.18664
C: 4.22603 -3.23404 2.87813
C: 3.39219 -4.16358 1.98207
C: 1.88824 -3.98584 2.17913
C: 1.08445 -5.08516 1.47051
C: -0.26267 -5.38421 2.15043
C: -1.50795 -4.74920 1.51521
C: -1.60205 -3.25265 1.69751
C: -1.12578 -2.31186 0.77002
C: -0.48968 -2.62454 -0.55997
F: -0.83170 -3.82372 -1.06587
F: 0.87712 -2.64364 -0.43662
C: -0.85571 -1.55927 -1.66057
F: 0.05199 -0.57937 -1.71641
F: -0.92636 -2.15836 -2.86688
C: -1.21022 -0.95412 1.07619
C: -1.77050 -0.46772 2.25119
C: -1.79160 1.03227 2.46071
C: -2.63700 1.78267 1.41811
C: -3.91775 1.08623 1.00559
Cl: -1.63244 2.21741 -0.00395
C: -2.27338 -1.38909 3.16460
C: -2.17023 -2.76210 2.88169
S: -2.73944 -3.87450 4.15184
C: -4.19384 -2.98836 4.63090
C: -5.39274 -3.61348 4.96043
Cl: -5.49516 -5.34444 4.93221
C: -6.52236 -2.88441 5.33100
C: -6.43215 -1.48859 5.35996
C: -7.62169 -0.61751 5.70667
C: -8.56898 -1.15752 6.74312
O: -9.25892 -0.42932 7.38087
C: -5.22635 -0.86049 5.04251
C: -4.09664 -1.59441 4.68138
N: -2.86923 -0.97753 4.37432
H: 6.65584 -0.21463 5.63384
H: 6.48029 1.52847 5.97364
H: 5.12483 0.44739 6.12845
H: 4.90774 0.13202 3.74540
H: 4.96275 1.81675 4.11420
H: 6.70904 2.21180 2.83535
H: 6.43957 0.64955 2.13029
H: 8.79644 1.22638 2.74380
H: 8.37924 1.28620 4.42397
H: 8.36898 -1.11334 4.57248
H: 9.56444 -0.77602 3.35832
H: 7.50764 -1.11673 1.65394
H: 8.48866 -2.40160 2.29593
H: 6.95991 -3.24424 3.67058
H: 6.13482 -1.75532 4.00651
H: 5.29194 -1.93171 1.53039
H: 5.90554 -3.62206 1.62831
H: 3.63474 -2.34894 3.11507
H: 4.48550 -3.76259 3.79319
H: 3.63091 -5.19408 2.24342
H: 3.67388 -4.03510 0.93613
H: 1.59033 -2.98587 1.87302
H: 1.71772 -4.04706 3.25484
H: 1.68439 -5.99029 1.55280
H: 0.96897 -4.89227 0.41029
H: -0.20141 -5.12057 3.20446
H: -0.42211 -6.46092 2.11088
H: -2.33599 -5.17314 2.07933
H: -1.66094 -5.07156 0.49399
H: -1.84697 -1.15989 -1.45457
H: -0.81862 -0.21704 0.39603
H: -2.06392 1.32264 3.46985
H: -0.76192 1.35860 2.33316
H: -2.92008 2.73503 1.85410
H: -3.77426 0.04753 0.72925
H: -4.32594 1.60908 0.14432
H: -4.65693 1.19544 1.79577
H: -7.43022 -3.40712 5.57221
H: -7.31004 0.38512 5.97599
H: -8.21268 -0.51913 4.79095
H: -8.63994 -2.24359 6.88780
H: -5.19727 0.22220 5.08015
H: -3.01558 0.02032 4.39802
C: -1.38490 -0.64692 -5.70024
C: -0.49347 0.54006 -5.40683
O: -1.08829 1.77390 -5.84694
C: -2.02754 2.27141 -5.04896
O: -2.40432 1.79630 -4.00895
O: -2.48507 3.39956 -5.59762
C: -3.55026 4.01389 -4.87245
H: -1.65325 -0.66887 -6.75760
H: -0.87308 -1.57453 -5.44634
H: -2.30848 -0.59589 -5.12449
H: 0.43967 0.45861 -5.96026
H: -0.24576 0.60436 -4.34759
H: -3.28156 4.16722 -3.82967
H: -4.45137 3.40513 -4.94035
H: -3.73446 4.97876 -5.33734
C: -4.17586 6.74166 -8.31072
C: -5.49737 6.44488 -7.63412
O: -5.85617 7.47744 -6.70429
C: -6.36797 8.58138 -7.24680
O: -6.57581 8.76853 -8.41704
O: -6.62751 9.44249 -6.26206
C: -7.13185 10.70510 -6.70315
H: -3.39929 6.92436 -7.56647
H: -3.87256 5.90223 -8.93607
H: -4.24870 7.62974 -8.93706
H: -5.41454 5.53220 -7.04668
H: -6.29397 6.29829 -8.36273
H: -7.99609 10.57574 -7.35049
H: -6.35399 11.25982 -7.22546
H: -7.42560 11.24768 -5.80940
C: 2.83869 -2.06208 -2.64236
C: 3.67049 -1.12276 -1.80009
O: 5.04902 -1.10821 -2.20801
C: 5.31536 -0.38365 -3.29069
O: 4.52760 0.26789 -3.92682
O: 6.62190 -0.48731 -3.54639
C: 7.04572 0.19962 -4.72486
H: 3.27541 -3.06273 -2.64708
H: 1.83334 -2.11778 -2.24820
H: 2.78655 -1.72373 -3.67776
H: 3.68079 -1.45814 -0.76352
H: 3.26842 -0.10974 -1.81693
H: 6.73009 1.24029 -4.70564
H: 6.65045 -0.29346 -5.61176
H: 8.13072 0.14968 -4.73641

These are the Mulliken partial charges, in e, on atoms 1 to 99:
1. C -1.35
2. C -0.09
3. C -0.46
4. C -0.84
5. C -0.82
6. C -0.92
7. C -0.68
8. C -0.60
9. C -0.73
10. C -0.90
11. C -0.07
12. C -0.79
13. C -0.64
14. C -1.92
15. C 0.50
16. C -0.98
17. C 1.62
18. F -0.35
19. F -0.12
20. C -0.30
21. F -0.22
22. F -0.38
23. C -0.36
24. C -0.44
25. C -2.03
26. C 0.52
27. C -1.41
28. Cl -0.16
29. C 0.45
30. C 0.86
31. S -0.32
32. C 0.54
33. C 0.14
34. Cl -0.24
35. C -0.87
36. C 0.73
37. C -0.53
38. C -0.03
39. O -0.45
40. C -0.90
41. C 0.03
42. N -0.29
43. H 0.28
44. H 0.38
45. H 0.37
46. H -0.03
47. H 0.40
48. H 0.46
49. H 0.14
50. H 0.44
51. H 0.28
52. H 0.36
53. H 0.37
54. H 0.42
55. H 0.52
56. H 0.41
57. H 0.33
58. H 0.17
59. H 0.43
60. H 0.34
61. H 0.38
62. H 0.31
63. H 0.25
64. H 0.16
65. H 0.36
66. H 0.69
67. H 0.15
68. H 0.40
69. H 0.41
70. H 0.74
71. H 0.53
72. H 0.46
73. H 0.70
74. H 0.45
75. H 0.53
76. H 0.49
77. H 0.23
78. H 0.49
79. H 0.32
80. H 0.39
81. H 0.33
82. H 0.32
83. H 0.29
84. H 0.27
85. H 0.16
86. C -1.16
87. C 0.02
88. O -0.37
89. C 0.76
90. O -0.56
91. O -0.32
92. C -0.58
93. H 0.41
94. H 0.30
95. H 0.29
96. H 0.31
97. H 0.18
98. H 0.30
99. H 0.31


# 3
Formula: C14H31CuN3NbO2
Source: OMol25
Level of theory: ωB97M-V with the def2-TZVPD basis set

Summary:
charge	+2
HOMO (alpha / beta)	-16.1 / -16.1	eV

Cartesian coordinates (Å):
N: 1.19769 -0.74844 1.30805
C: 2.21786 -1.16743 1.82606
O: 3.18555 -1.53711 2.39813
Cu: -1.87057 1.58146 2.69708
Nb: 0.02898 0.56390 0.37059
N: -1.80865 0.29148 1.29647
N: 0.23467 -0.35303 -1.34591
C: -2.59072 -0.94584 1.62255
C: 0.91634 -1.48799 -1.97640
C: -3.84295 -0.59958 2.44111
C: -3.03309 -1.62521 0.33734
C: -1.69701 -1.87779 2.43073
C: 2.41863 -1.22222 -1.91757
C: 0.49746 -1.66932 -3.43436
C: 0.58792 -2.74337 -1.18504
H: -3.58747 -0.08403 3.37724
H: -4.34989 -1.53672 2.70992
H: -4.53916 0.01579 1.86280
H: -3.73359 -0.98844 -0.21379
H: -3.54790 -2.56318 0.59636
H: -2.18233 -1.86134 -0.31673
H: -0.77818 -2.14623 1.88863
H: -2.25260 -2.80212 2.65712
H: -1.40743 -1.41446 3.38339
H: 2.67052 -0.31603 -2.48311
H: 2.94744 -2.08270 -2.35192
H: 2.74256 -1.09841 -0.87729
H: 0.83565 -0.84477 -4.07107
H: -0.58810 -1.77522 -3.52273
H: 0.96673 -2.58887 -3.80843
H: 1.12079 -3.58943 -1.64878
H: -0.49437 -2.93660 -1.21970
H: 0.91439 -2.64240 -0.14247
C: -2.54894 1.33035 0.54482
H: -1.86633 1.86272 -0.15229
H: -3.39138 0.90535 -0.01579
H: -2.97069 2.11212 1.21065
C: 0.03025 0.83864 -2.20948
H: -0.12587 1.75008 -1.58164
H: 0.91772 1.01978 -2.83937
H: -0.85539 0.68309 -2.84683
C: 2.48010 3.78056 -0.62853
C: 2.56566 2.59148 0.30497
C: 3.08524 2.89022 1.69135
O: 1.22984 2.02556 0.45090
H: 1.84874 4.56617 -0.19505
H: 2.06920 3.50648 -1.60690
H: 3.48049 4.19684 -0.79644
H: 3.21047 1.83058 -0.15649
H: 2.43430 3.61228 2.19616
H: 3.13122 1.98132 2.29976
H: 4.09618 3.31202 1.64193

Per-atom natural (NBO) charges, elementary charge units:
1. N -0.84
2. C 0.92
3. O -0.39
4. Cu 0.95
5. Nb 2.05
6. N -0.88
7. N -0.58
8. C 0.13
9. C 0.10
10. C -0.64
11. C -0.64
12. C -0.63
13. C -0.62
14. C -0.63
15. C -0.61
16. H 0.20
17. H 0.27
18. H 0.22
19. H 0.21
20. H 0.26
21. H 0.22
22. H 0.23
23. H 0.26
24. H 0.22
25. H 0.21
26. H 0.25
27. H 0.20
28. H 0.22
29. H 0.22
30. H 0.26
31. H 0.25
32. H 0.22
33. H 0.21
34. C -0.46
35. H 0.20
36. H 0.28
37. H 0.18
38. C -0.44
39. H 0.21
40. H 0.25
41. H 0.25
42. C -0.63
43. C 0.10
44. C -0.63
45. O -0.72
46. H 0.22
47. H 0.21
48. H 0.25
49. H 0.19
50. H 0.22
51. H 0.22
52. H 0.26


# 4
Formula: C3H11NO2
Source: OMol25
Level of theory: ωB97M-V with the def2-TZVPD basis set

Summary:
energy relative to the best compared isomer or geometry (same formula, charge and spin)	9.1	kcal per mole
HOMO	-9.6	eV
SMILES string	CCNCO.O

Cartesian coordinates (Å):
C: 0.76199 0.09756 -0.74839
N: -0.40465 0.05351 0.12395
C: -1.65934 -0.41756 -0.40929
O: -1.99315 0.19245 -1.67470
C: 1.87353 0.89641 -0.09081
H: 0.48690 0.50245 -1.72810
H: 1.08538 -0.91685 -0.97947
H: -0.54075 0.99009 0.49978
H: -2.43706 -0.18886 0.30867
H: -1.48386 -1.42097 -0.76480
H: -2.48844 1.01358 -1.66336
H: 2.79560 0.72011 -0.64071
H: 1.98032 0.60653 0.95166
H: 1.65643 1.96483 -0.15779
H: 0.00299 -2.07411 2.65963
H: -0.07722 -0.78590 1.80563
O: 0.44133 -1.23327 2.50810

Per-atom natural (NBO) charges, elementary charge units:
1. C -0.22
2. N -0.66
3. C 0.09
4. O -0.76
5. C -0.62
6. H 0.19
7. H 0.19
8. H 0.35
9. H 0.17
10. H 0.18
11. H 0.47
12. H 0.22
13. H 0.23
14. H 0.20
15. H 0.46
16. H 0.49
17. O -0.98


# 5
Formula: C5H12NO2
Source: OMol25
Level of theory: ωB97M-V with the def2-TZVPD basis set

Summary:
energy relative to the best compared isomer or geometry (same formula, charge and spin)	55.3	kcal per mole
spin multiplicity	2
HOMO (alpha / beta)	-8.7 / -9.4	eV
<S²>	0.754

Cartesian coordinates (Å):
C: 1.99327 0.35556 0.21538
O: 2.47753 -0.96936 0.50487
C: 0.60340 0.63439 0.69363
C: -0.34191 1.30507 -0.23720
C: -1.82548 0.71460 -0.34060
C: -2.24481 -0.26252 0.70560
O: -2.98369 -1.19672 0.45301
N: -0.05900 -1.66558 -0.85330
H: 2.72931 1.06345 0.61929
H: 2.07468 0.53471 -0.85595
H: 3.34371 -0.98550 0.90257
H: 0.64684 1.08075 1.68704
H: -0.10737 1.17367 -1.27972
H: -0.43277 2.36649 -0.04300
H: -2.65914 1.36676 -0.69054
H: -1.86367 0.19631 -1.31699
H: -2.01305 -0.27784 1.78373
H: -0.28601 -2.60636 -0.55389
H: 0.78721 -1.70103 -1.40862
H: 0.16097 -1.12686 0.01471

Per-atom natural (NBO) charges, elementary charge units:
1. C -0.14
2. O -0.74
3. C -0.11
4. C -0.48
5. C -0.53
6. C 0.41
7. O -0.53
8. N -1.08
9. H 0.18
10. H 0.16
11. H 0.48
12. H 0.18
13. H 0.22
14. H 0.22
15. H 0.25
16. H 0.27
17. H 0.14
18. H 0.37
19. H 0.36
20. H 0.35


# 6
Formula: C6H5Cl3IN2O
Source: OMol25
Level of theory: ωB97M-V with the def2-TZVPD basis set

Summary:
charge	+1
HOMO	-12.7	eV

Cartesian coordinates (Å):
C: 1.43245 -1.53380 0.75502
C: 0.66841 -2.21301 -0.10015
C: 0.13182 -0.17647 -0.36453
C: -0.91896 1.68886 -0.96428
C: 1.62173 0.94790 1.17044
C: -2.29396 1.37982 -0.40373
N: 1.08249 -0.20081 0.56111
N: -0.15463 -1.43683 -0.76869
O: -0.35111 2.32830 -1.73221
Cl: -2.31576 0.75436 1.22509
Cl: -3.15016 0.16059 -1.57282
Cl: -3.20469 2.95032 -0.62467
I: 0.65233 -4.29967 -0.54455
H: 2.28019 -2.01467 1.26485
H: 2.32178 1.34303 0.33179
H: 0.70710 1.45667 1.41585
H: 2.24229 0.57687 1.92955
H: -0.75132 -1.71143 -1.57810

Per-atom natural (NBO) charges, elementary charge units:
1. C -0.13
2. C 0.02
3. C 0.27
4. C 0.71
5. C -0.40
6. C -0.23
7. N -0.33
8. N -0.57
9. O -0.33
10. Cl 0.15
11. Cl 0.06
12. Cl 0.10
13. I 0.24
14. H 0.27
15. H 0.24
16. H 0.23
17. H 0.24
18. H 0.47